No. 1
Entry from the OMol25 dataset: an isolated molecule of C23H21NO7 in a non-equilibrium geometry (ωB97M-V/def2-TZVPD).

## Properties
- Energy above the lowest of the compared OMol25 structures with the same formula, charge and spin: 0.0 kcal per mole
- Charge: 0
- Structure (SMILES): COc1cccc(/C=C2\Oc3cc(OCC(=O)N4CCC[C@H]4C(=O)O)ccc3C2=O)c1
- Frontier orbital gap: 7.66 eV
- Spin multiplicity: 1

Last column: Mulliken charge in e.
Atoms and positions in Å:
C 9.3219 0.2665 -0.2801  -0.8095
O 8.5847 1.4112 0.0762  -0.4274
C 7.2339 1.3045 0.1990  0.6288
C 6.5627 2.4785 0.5543  -0.6420
C 5.1905 2.4746 0.7033  -0.5766
C 4.4604 1.3170 0.5041  -0.8284
C 5.1141 0.1354 0.1492  0.6424
C 4.4151 -1.1065 -0.0737  -0.2841
C 3.0968 -1.3716 -0.0111  0.0950
O 2.0991 -0.4749 0.2904  -0.3986
C 0.9189 -1.1469 0.2417  0.1534
C -0.3217 -0.6026 0.4797  -0.8328
C -1.4333 -1.4471 0.3832  1.0582
O -2.6245 -0.8465 0.6226  -0.2578
C -3.8094 -1.6091 0.5420  -0.9262
C -5.0185 -0.7237 0.8425  0.4535
O -5.8997 -1.0905 1.5961  -0.6638
N -5.0573 0.4696 0.2305  0.1181
C -4.2014 0.9805 -0.8216  -0.3212
C -5.0928 1.9857 -1.5485  -0.8012
C -5.9605 2.5434 -0.4228  -0.7280
C -6.2298 1.3037 0.4358  -0.0339
C -7.4651 0.5514 -0.0532  0.2238
O -7.4805 -0.1835 -1.0017  -0.5653
O -8.5396 0.8460 0.6724  -0.4688
C -1.2786 -2.7983 0.0552  -0.2064
C -0.0243 -3.3275 -0.1808  -1.2276
C 1.0838 -2.5003 -0.0899  0.2217
C 2.5154 -2.7172 -0.2722  -0.0508
O 3.1300 -3.7230 -0.5660  -0.6826
C 6.5072 0.1416 -0.0003  -0.1396
H 9.2158 -0.5283 0.4652  0.3291
H 10.3618 0.5867 -0.3182  0.2339
H 9.0248 -0.1132 -1.2629  0.3307
H 7.1432 3.3745 0.7064  0.4314
H 4.6838 3.3874 0.9787  0.3972
H 3.3904 1.3215 0.6226  0.5523
H 5.0197 -1.9671 -0.3327  0.4315
H -0.4543 0.4343 0.7377  0.4726
H -3.8106 -2.4224 1.2772  0.5304
H -3.9377 -2.0362 -0.4637  0.4796
H -3.8612 0.1790 -1.4777  0.2842
H -3.3258 1.4704 -0.3825  0.2064
H -4.5199 2.7552 -2.0610  0.4054
H -5.7199 1.4644 -2.2718  0.3143
H -6.8801 3.0009 -0.7819  0.3865
H -5.4060 3.2786 0.1609  0.3494
H -6.3700 1.5288 1.4966  0.4015
H -9.3092 0.3367 0.3710  0.3666
H -2.1393 -3.4433 -0.0129  0.4704
H 0.0998 -4.3688 -0.4329  0.4528
H 6.9974 -0.7796 -0.2744  0.4516



No. 2
Entry from the OMol25 dataset: a structure of composition C8H10N2O5Yb in a non-equilibrium geometry (ωB97M-V/def2-TZVPD).

## Properties
- Charge: +3
- Frontier orbital gap (alpha / beta): 7.76 / 3.47 eV
- Spin multiplicity: 2

Last column: Löwdin spin population.
Atoms and positions in Å:
Yb 0.2437 1.0617 0.4828  0.0025
C -0.0139 3.1519 1.7647  0.0001
O -0.5097 4.1100 2.1600  0.0001
C -0.1724 3.2046 -0.9607  0.0002
O -0.1632 4.2663 -1.4006  0.0001
C -2.2371 1.9444 -0.3042  0.0001
O -3.1424 2.6021 -0.6218  0.0000
C 2.3467 2.5736 -0.3582  0.0000
O 3.0554 3.4389 -0.6244  0.0000
C -0.5508 -1.1439 -3.8110  0.4666
H 0.3888 -1.6693 -3.5787  0.0173
H -1.5254 -1.5750 -3.4822  0.0156
C -0.4835 0.0861 -4.3669  0.4627
H -1.3798 0.6983 -4.5253  0.0174
H 0.4773 0.4808 -4.7049  0.0169
C 1.9162 -1.7494 2.6826  0.0000
N 0.6561 -2.4831 2.5802  0.0001
C -0.3485 -2.0157 1.8245  0.0000
N -1.5515 -2.6006 1.6683  0.0000
O -0.1808 -0.8999 1.2119  0.0003
H 1.8791 -0.9025 1.9681  0.0000
H 2.7752 -2.3836 2.4052  0.0000
H 2.0396 -1.3365 3.6983  0.0000
H 0.4828 -3.2619 3.2360  0.0000
H -2.1543 -2.1039 1.0286  0.0000
H -1.8473 -3.4935 2.0278  0.0000



No. 3
Entry from the OMol25 dataset: a structure of composition C43H40BrN6O6S2SiSn in a non-equilibrium geometry (ωB97M-V/def2-TZVPD).

## Properties
- Energy above the lowest of the compared OMol25 structures with the same formula, charge and spin: 26.2 kcal per mole
- Charge: +1
- Frontier orbital gap: 3.58 eV
- Spin multiplicity: 1

Last column: Mulliken charge in e.
Atoms and positions in Å:
Sn 1.4877 -0.1348 -0.0716  0.7479
C 0.9306 -1.0792 4.1216  -1.2187
O 0.0051 -1.0176 3.0147  0.3385
C -1.1774 -0.5165 3.2044  -0.2792
C -1.6343 -0.0264 4.3844  -0.2709
C -2.9258 0.5263 4.4358  -0.4616
Br -3.4979 1.2071 6.0676  -0.0283
C -3.7608 0.6259 3.3279  -0.7064
C -3.3699 0.1141 2.1152  -0.6837
C -2.0641 -0.6404 1.9741  1.5147
O -1.4088 -0.2807 0.7481  0.2056
C -4.2517 0.2243 0.9958  0.5622
N -5.5027 0.6421 1.1149  -0.7294
C -6.0421 0.5505 -0.1237  0.6104
C -7.3546 0.8191 -0.5538  -0.8089
C -7.6415 0.5971 -1.8733  -0.5316
C -6.6553 0.1410 -2.7839  -0.4109
C -5.3645 -0.1231 -2.3955  -1.0396
C -5.0728 0.0724 -1.0441  0.6740
N -3.9502 -0.1314 -0.3050  0.6561
H 1.0809 -0.0905 4.5553  0.4217
H 1.8672 -1.4375 3.7035  0.2233
H 0.5714 -1.7768 4.8780  0.4445
H -1.0166 -0.0044 5.2709  0.6043
H -4.7225 1.1176 3.3912  0.7215
H -1.3383 0.6882 0.6769  0.0762
H -8.0973 1.1773 0.1475  0.4626
H -8.6447 0.7734 -2.2401  0.3962
H -6.9308 0.0020 -3.8216  0.4050
H -4.6204 -0.4685 -3.1018  0.4931
H -3.0433 -0.4174 -0.6378  -0.0218
O 5.5133 1.2049 0.2922  -0.6721
C 4.3158 1.0414 0.3770  0.1696
O 3.5953 0.2095 -0.3020  -0.7359
C 3.5405 1.8985 1.3732  0.3510
C 4.2673 2.7678 2.2163  -0.7495
C 3.5863 3.5342 3.1094  -0.9290
C 2.1698 3.5166 3.1023  1.1379
C 1.3908 4.3430 3.9457  -0.8019
C 0.0287 4.3644 3.8367  -1.0104
C -0.6120 3.5616 2.8715  -0.9468
C 0.1167 2.7351 2.0617  0.5384
C 1.5230 2.6680 2.1725  -0.7392
N 2.2327 1.8159 1.3724  0.9826
H 5.3436 2.7787 2.1233  0.5997
H 4.1035 4.1947 3.7973  0.4639
H 1.9002 4.9769 4.6628  0.4383
H -0.5626 5.0145 4.4692  0.4736
H -1.6908 3.6096 2.7685  0.5853
H -0.3514 2.1585 1.2751  0.3265
O 0.9792 3.6251 -4.3875  -0.6719
C 0.9959 4.3358 -3.2553  0.2697
C 1.0676 5.7267 -3.3626  -0.7591
C 1.1121 6.5183 -2.2357  -0.3559
C 1.0584 5.9478 -0.9640  -0.9568
C 0.9664 4.5784 -0.8477  -0.2623
C 0.9341 3.7497 -1.9761  -0.0845
C 0.8450 2.2924 -1.7690  0.3824
O 0.6526 1.8465 -0.5671  -0.0506
N 0.9417 1.5090 -2.8123  -0.4512
N 0.8429 0.1745 -2.4868  -0.1225
C 0.8127 -0.6039 -3.5018  -0.0770
S 0.9598 -0.0343 -5.1499  -0.1007
C 1.1403 -1.7076 -5.8424  -0.6070
C 0.2410 -2.6321 -5.0535  -0.6829
S 0.5607 -2.3214 -3.2899  0.0858
H 0.9909 2.6712 -4.1366  0.6192
H 1.0962 6.1571 -4.3560  0.4409
H 1.1936 7.5933 -2.3426  0.3802
H 1.0852 6.5743 -0.0816  0.4536
H 0.9198 4.1087 0.1267  0.5576
H 2.1850 -1.9994 -5.7589  0.3214
H 0.8560 -1.6651 -6.8927  0.4002
H 0.4595 -3.6820 -5.2454  0.4173
H -0.8091 -2.4289 -5.2531  0.3121
C -0.9009 -4.9877 -0.3927  -1.0147
Si 0.7467 -4.6785 0.4183  -0.1089
C 0.7734 -5.2381 2.1993  -1.0999
C -2.3784 -2.1419 1.8667  -1.4391
N 1.8939 -3.8760 -0.3275  0.4567
C 3.1254 -4.1089 -0.9278  0.2158
C 3.6790 -5.3976 -1.0084  -0.3985
C 4.8868 -5.6236 -1.6484  -0.7137
C 5.5836 -4.5729 -2.2279  -0.4713
C 5.0515 -3.2939 -2.1562  -0.7922
C 3.8451 -3.0601 -1.5138  0.2181
H -1.7227 -5.0057 0.3281  0.3575
H -0.8848 -5.9599 -0.8952  0.4322
H -1.1009 -4.2294 -1.1535  0.2335
H -0.2296 -5.3254 2.6225  0.3869
H 1.3598 -4.5509 2.8125  0.2753
H 1.2502 -6.2204 2.2713  0.4433
H -2.9219 -2.4881 2.7470  0.3219
H -2.9738 -2.3242 0.9734  0.5593
H -1.4271 -2.6643 1.7860  0.1899
H 3.1319 -6.2233 -0.5575  0.2736
H 5.2879 -6.6295 -1.6992  0.3653
H 6.5323 -4.7478 -2.7191  0.3891
H 5.5801 -2.4601 -2.6053  0.4162
H 3.4595 -2.0524 -1.4511  0.1968



No. 4
Entry from the OMol25 dataset: a cluster of 6 separate species, C26H62N4O20PS5 in total in a non-equilibrium geometry (ωB97M-V/def2-TZVPD).

## Properties
- Charge: -1
- Frontier orbital gap: 5.02 eV
- Spin multiplicity: 1

Last column: Mulliken charge in e.
Atoms and positions in Å:
C -3.8496 3.9336 -3.0571  -1.1088
C -3.7584 2.6137 -3.8565  0.1384
C -3.7110 2.8095 -5.3888  -1.0198
C -2.4994 2.1669 -6.0649  -1.2233
C -1.1652 2.9106 -5.9061  0.7773
C -1.2358 4.4210 -6.1192  -0.6123
C 0.1362 5.0873 -6.0649  -0.8110
C 0.7346 5.3481 -4.6477  -0.8635
C -0.2096 5.2159 -3.4402  -0.9898
C -0.1247 3.8524 -2.7284  1.1079
C 0.0427 3.9412 -1.2015  -1.4957
C -0.6894 2.8033 -0.4712  -1.1595
P 0.0295 1.0415 -0.9303  3.1882
C 0.7256 0.8350 0.8755  -1.1812
C -0.3909 0.5298 1.8749  -0.7459
N -0.4952 -0.9015 2.2013  0.1268
C 0.6687 -0.6840 -1.5224  -1.1863
C 1.1950 -0.8011 -2.9621  0.6063
N 2.4392 -0.1014 -3.2259  -0.7850
N 0.2082 -0.4209 -4.0019  -0.5478
N 1.5170 -2.2375 -3.1701  -0.5732
H -4.5871 3.8549 -2.2585  0.3424
H -4.1709 4.7471 -3.7066  0.4057
H -2.8981 4.1425 -2.5741  0.0442
H -2.9264 2.0035 -3.5039  -0.1303
H -4.6674 2.0610 -3.6172  0.5542
H -4.5887 2.2925 -5.7876  0.3682
H -3.8560 3.8541 -5.6601  0.4911
H -2.7141 2.0305 -7.1285  0.4108
H -2.3775 1.1722 -5.6306  0.3369
H -0.4849 2.5395 -6.6767  0.4786
H -0.7155 2.6576 -4.9461  -0.7500
H -1.9877 4.8978 -5.4946  0.1065
H -1.6079 4.5435 -7.1455  0.4875
H 0.8297 4.4390 -6.6029  0.2834
H 0.0918 6.0383 -6.5974  0.3424
H 1.1114 6.3734 -4.6417  0.3877
H 1.6085 4.7163 -4.4970  0.4272
H -1.2405 5.4862 -3.6599  0.2735
H 0.1436 5.9430 -2.7036  0.7196
H 0.7232 3.2837 -3.1135  0.5003
H -1.0043 3.2441 -2.9272  -0.8967
H -0.4416 4.8783 -0.8950  0.5702
H 1.0979 3.9829 -0.9226  0.2374
H -1.7251 2.8164 -0.8265  0.3072
H -0.6326 3.0175 0.5999  0.5314
H 1.2730 1.7257 -1.3641  -0.6070
H -0.6289 1.2218 -2.2324  -1.1797
H -1.2295 0.4079 -0.4616  -0.3942
H 1.2124 1.7533 1.2157  0.3741
H 1.4772 0.0445 0.9869  0.2319
H -0.1570 1.0623 2.8104  0.0718
H -1.3418 0.9475 1.5332  0.6627
H -1.4394 -1.2522 2.1215  0.1159
H 0.1399 -1.4461 1.6347  -0.1863
H -0.1947 -1.3576 -1.4628  0.3821
H 1.4349 -1.1217 -0.8797  -0.3491
H 3.2181 -0.7052 -3.0034  0.2422
H 2.4925 0.7739 -2.7213  0.3385
H 0.3456 0.5693 -4.1866  0.0462
H -0.7138 -0.4643 -3.5761  0.3939
H 1.7598 -2.3344 -4.1557  0.3334
H 0.6203 -2.7109 -3.0938  0.2709
C -4.1107 -3.1320 4.9372  -0.4134
C -4.3016 -4.3888 4.1147  -0.1373
O -5.0872 -3.9635 2.9960  -0.3351
S -4.7124 -2.4494 2.6092  1.0324
O -3.7702 -2.4538 1.5599  -0.3896
O -5.9179 -1.7020 2.5616  -0.6180
O -3.9328 -2.0914 3.9742  -0.1503
H -5.0018 -2.9049 5.5290  0.3296
H -3.2431 -3.1878 5.5913  0.3697
H -4.8194 -5.1728 4.6616  0.3734
H -3.3508 -4.7678 3.7403  -0.0099
C 0.5451 -6.3757 1.6122  -0.5016
C 0.7768 -5.4833 2.8131  -0.3711
O 0.4243 -4.1753 2.3583  -0.1374
S -0.7646 -4.2750 1.2782  0.5118
O -1.9963 -4.0295 1.9400  -0.3229
O -0.3779 -3.5711 0.1191  -0.3928
O -0.6400 -5.8569 1.0012  -0.3472
H 1.3652 -6.3014 0.8950  0.3097
H 0.3972 -7.4166 1.8890  0.3336
H 1.8093 -5.4965 3.1538  0.3695
H 0.1156 -5.7504 3.6423  0.2763
C 2.4281 -2.2627 4.3989  1.0930
C 2.7311 -1.2604 3.3243  0.4833
O 3.8451 -0.4961 3.8438  -0.3213
S 4.7513 -1.4401 4.7444  1.1034
O 5.8560 -1.9213 3.9847  -0.5722
O 4.9598 -0.8108 5.9986  -0.5953
O 3.7198 -2.6496 4.9214  -0.4405
H 1.8459 -1.8098 5.1998  0.2677
H 1.9002 -3.1289 4.0157  -0.6923
H 1.8773 -0.6205 3.1232  -0.2247
H 3.0598 -1.7412 2.4011  0.0705
C 6.9680 -1.9487 0.5009  -0.0504
C 7.0151 -3.3938 0.0520  -0.4236
O 5.6472 -3.7348 -0.1997  -0.3431
S 4.8626 -2.4388 -0.7441  0.8787
O 4.8177 -2.4915 -2.1577  -0.6129
O 3.7027 -2.2618 0.0482  -0.1923
O 5.9593 -1.3517 -0.3229  -0.3525
H 6.6586 -1.8617 1.5414  0.0721
H 7.9160 -1.4358 0.3603  0.3029
H 7.4338 -4.0533 0.8075  0.3341
H 7.5726 -3.5067 -0.8812  0.3001
C -2.4161 1.0994 5.4888  0.0092
C -2.7869 0.1921 6.6432  -0.2272
O -1.5443 -0.4080 7.0368  -0.3360
S -0.3478 0.6369 6.7995  0.9072
O -0.0446 1.2870 8.0228  -0.5954
O 0.6408 -0.0067 6.0191  -0.3258
O -1.1492 1.6542 5.8697  -0.3228
H -2.2829 0.5391 4.5607  0.0138
H -3.1399 1.8942 5.3316  0.3766
H -3.5016 -0.5751 6.3583  0.1397
H -3.1780 0.7594 7.4912  0.2782